DFT (ωB97M-V/def2-TZVPD) results for a structure of composition C23H14Br2MnN7S2.

The geometry in XYZ format:
```
49
Properties=species:S:1:pos:R:3:forces:R:3
Mn 1.4025 -0.0519 0.6621 -0.199 -0.115 -0.312
C 1.5376 2.7545 4.2995 -0.013 0.016 0.018
C 0.4715 2.3549 5.1008 0.027 0.008 -0.018
C -0.4845 1.5253 4.5671 -0.037 -0.017 -0.012
C -0.3729 1.0873 3.2355 0.113 0.145 0.025
N 0.6863 1.4377 2.4847 0.068 -0.110 0.003
C 1.5993 2.2623 3.0137 -0.052 0.024 0.000
N -1.4360 0.3373 2.7708 -0.093 -0.119 0.007
C -1.5300 -0.0854 1.5594 0.084 -0.014 0.066
N -0.6280 -0.0094 0.5321 0.010 0.145 0.050
C -1.2714 -0.3102 -0.6412 0.111 0.063 -0.085
N -0.8924 -0.0744 -1.8456 -0.074 -0.075 -0.029
C 0.2395 0.6609 -2.1381 0.067 0.039 0.054
C 0.3488 1.0731 -3.4726 -0.008 0.026 -0.033
C 1.3804 1.8902 -3.8690 -0.019 -0.033 0.024
C 2.3018 2.3071 -2.9166 0.020 -0.002 -0.003
C 2.1754 1.8248 -1.6339 -0.007 0.017 0.015
N 1.1871 1.0043 -1.2372 0.067 0.047 0.007
C -2.6141 -0.8457 -0.3230 -0.066 -0.062 0.061
C -3.6113 -1.3718 -1.1196 0.013 0.015 -0.031
C -4.7865 -1.7676 -0.4910 -0.003 -0.007 0.015
C -4.9541 -1.6162 0.8852 -0.011 -0.009 -0.016
C -3.9506 -1.0656 1.6744 0.024 0.025 0.016
C -2.7791 -0.6968 1.0438 -0.048 -0.052 -0.047
H 2.3127 3.4136 4.6644 -0.002 -0.002 0.006
H 0.3904 2.6953 6.1258 0.001 0.001 0.001
H -1.3436 1.1957 5.1334 -0.004 -0.003 -0.008
H 2.4307 2.5104 2.3679 0.011 -0.014 0.006
H -0.4016 0.7193 -4.1642 -0.008 -0.004 0.007
H 1.4770 2.1805 -4.9066 -0.001 0.014 -0.006
H 3.1374 2.9441 -3.1684 -0.001 0.001 -0.002
H 2.9100 2.0657 -0.8777 0.002 -0.008 -0.006
H -3.4694 -1.4775 -2.1868 0.013 -0.004 0.001
H -5.5859 -2.2041 -1.0766 0.000 0.001 0.000
H -5.8820 -1.9366 1.3427 0.000 0.003 0.004
H -4.0667 -0.9334 2.7419 -0.002 -0.003 0.001
Br 3.7709 0.4682 1.0970 0.026 0.024 -0.045
C 1.5997 -1.5040 2.1119 0.040 -0.068 0.071
Br 0.1889 -2.8203 2.2169 -0.037 0.004 0.003
H 1.6966 -1.0250 3.0818 -0.029 0.006 0.000
H 2.5008 -2.0362 1.8315 0.006 -0.003 0.019
S 3.7407 -0.9893 -2.6048 0.176 0.160 0.187
C 2.2594 -1.7785 -2.4648 -0.331 -0.340 -0.548
S 1.5218 -2.2820 -1.0256 0.133 0.175 0.235
C 1.6966 -2.1423 -3.7302 -0.007 0.079 0.217
C 0.7711 -3.2158 -3.8424 -0.039 -0.101 0.122
N 0.0541 -4.1120 -3.9540 -0.024 0.055 -0.069
C 2.0196 -1.4691 -4.9413 0.196 0.154 0.091
N 2.2510 -0.8917 -5.9131 -0.095 -0.080 -0.062
```
Positions in Å, forces in eV/Å.

* HOMO (spin up / spin down): -5.334 / -5.279 eV
* relative energy (zero: lowest compared OMol25 entry of this formula, charge and spin): 175.7 kJ/mol
* charge: -1
* spin multiplicity: 6
* HOMO-LUMO gap (spin up / spin down): 0.2565 / 0.2061 Eh
* largest force on an atom: 0.72 eV Å⁻¹



DFT (ωB97M-V/def2-TZVPD) results for an isolated molecule of C13H12N2O4.

The geometry in XYZ format:
```
31
Properties=species:S:1:pos:R:3:forces:R:3
C 1.5700 -4.2874 -1.6720 -0.135 1.632 -0.544
C 2.6871 -3.5653 -0.9051 -2.024 -2.494 -0.734
O 3.7082 -4.1818 -0.7790 0.715 1.584 0.718
O 2.4029 -2.3791 -0.3244 0.704 1.687 0.487
N 1.0880 -1.8907 -0.5488 -1.573 0.762 -0.493
C 0.8492 -0.6008 -0.3734 3.211 -1.725 0.757
C 1.8799 0.3558 0.0619 0.649 0.333 0.194
C 1.5868 1.6453 0.3923 -1.315 -2.088 0.133
N 0.2372 1.9964 0.4824 0.150 0.401 0.118
O -0.0472 3.3082 0.9376 0.295 0.127 -0.942
C -0.3631 3.4505 2.2519 -1.243 1.509 4.156
C -0.7253 2.2580 3.1173 0.773 -1.088 -0.151
O -0.4718 4.5374 2.8381 0.817 -1.936 -3.205
C -0.7784 1.2576 -0.1762 0.382 -0.058 0.066
C -2.0541 1.7629 -0.4104 -0.377 -0.086 0.032
C -2.9824 1.0174 -1.1347 1.410 -0.587 -0.154
C -2.6516 -0.2298 -1.6721 1.029 -0.176 0.558
C -1.4023 -0.8001 -1.3500 -1.277 0.597 -0.294
C -0.4711 -0.0529 -0.6165 -0.327 -0.262 -0.279
H 1.1790 -3.6299 -2.4636 -0.049 -0.244 0.265
H 2.0054 -5.1469 -2.1229 0.451 -0.600 -0.265
H 0.7371 -4.6023 -1.0634 -0.192 0.190 0.423
H 2.9269 0.0171 0.2093 -0.947 0.250 -0.481
H 2.3639 2.2964 0.7339 -0.169 0.640 0.185
H -1.7655 1.9805 2.9275 0.045 0.041 -0.059
H -0.1060 1.3672 2.8891 -0.378 0.398 0.194
H -0.6203 2.5221 4.1948 -0.035 -0.013 -1.058
H -2.3316 2.7395 -0.0486 0.067 0.146 0.044
H -3.9376 1.4031 -1.3607 -0.881 0.621 -0.051
H -3.3416 -0.7263 -2.3468 0.052 -0.114 0.292
H -1.1721 -1.8219 -1.6675 0.171 0.556 0.088
```
Positions in Å, forces in eV/Å.

* SMILES string: CC(=O)O/N=c1\ccn(OC(C)=O)c2ccccc12
* HOMO: -8.464 eV
* relative energy (zero: lowest compared OMol25 entry of this formula, charge and spin): 312.5 kJ/mol
* HOMO-LUMO gap: 0.2987 Eh
* largest force on an atom: 4.59 eV Å⁻¹